Entry 1:
# C19H42NO2P3SSm

A structure of composition C19H42NO2P3SSm at a distorted geometry (ωB97M-V/def2-TZVPD, the Open Molecules 2025 dataset).

Positions of all 69 atoms, in Å:
Sm1 0.59 0.74 -0.40
S1 0.88 0.14 -3.17
P1 2.17 -1.47 0.63
P2 -1.02 -0.24 1.78
P3 -2.49 0.55 -1.59
O1 1.01 2.94 -1.01
O2 0.80 2.53 1.17
N1 0.88 4.84 2.04
C1 0.04 -2.44 -3.27
C2 1.10 -1.52 -3.50
C3 1.42 -3.12 0.91
C4 2.48 -3.32 -4.37
C5 -3.59 -0.74 -0.97
C6 1.11 4.81 0.57
C7 1.90 -3.77 -7.35
C8 -1.84 -1.86 1.91
C9 -2.38 0.86 2.31
C10 2.58 -2.63 -7.50
C11 1.40 -4.22 -4.22
C12 -2.90 2.17 -0.86
C13 2.30 -1.97 -4.10
C14 0.98 3.36 0.20
C15 3.40 -1.85 -0.68
C16 -0.06 -0.25 3.34
C17 3.23 -1.29 2.12
C18 -2.52 0.68 -3.38
C19 0.19 -3.77 -3.67
H1 0.95 -3.96 -7.89
H2 -2.13 2.94 -1.04
H3 -3.10 -1.72 -1.08
H4 -1.11 -2.67 1.90
H5 1.49 -5.25 -4.60
H6 3.07 -1.25 -4.40
H7 1.46 5.51 2.55
H8 1.01 3.87 2.36
H9 -0.67 -4.44 -3.58
H10 -3.05 2.12 0.23
H11 -0.88 -2.10 -2.82
H12 3.37 -2.25 2.65
H13 -2.11 -0.23 -3.83
H14 0.60 -1.13 3.39
H15 2.20 -3.89 0.99
H16 0.54 0.67 3.41
H17 3.78 -0.92 -1.14
H18 -2.55 -2.01 1.09
H19 -3.84 -0.62 0.09
H20 4.22 -0.90 1.83
H21 0.76 -3.38 0.07
H22 2.23 -1.86 -8.21
H23 -2.60 0.65 3.36
H24 -0.77 -0.27 4.18
H25 -2.05 1.91 2.23
H26 0.82 -3.14 1.84
H27 -4.53 -0.77 -1.53
H28 -3.28 0.71 1.71
H29 -1.89 1.53 -3.67
H30 -3.53 0.84 -3.75
H31 -3.83 2.55 -1.28
H32 4.24 -2.39 -0.24
H33 -1.17 -0.05 -1.54
H34 -2.40 -1.90 2.86
H35 3.41 -3.70 -4.81
H36 2.76 -0.57 2.81
H37 2.10 5.19 0.32
H38 2.31 -4.63 -6.80
H39 -0.09 5.11 2.26
H40 0.37 5.43 0.05
H41 3.56 -2.48 -7.05
H42 2.94 -2.46 -1.47

The charge is +3. The spin multiplicity is 6. Its expectation value of S² is 8.77. Its HOMO energy (alpha / beta) is -14.560 / -14.563 eV. The total energy is -82550.115 eV.

---

Entry 2:
# C19H42NO4

A cluster of 3 separate species, C19H42NO4 in total (ωB97M-V/def2-TZVPD, the Open Molecules 2025 dataset).

Positions of all 66 atoms, in Å:
O1 -1.19 -1.92 2.54
O2 -0.45 -3.55 -1.89
O3 1.98 0.76 -0.97
O4 3.11 3.69 -0.36
N1 -4.05 1.03 3.67
C1 0.87 0.47 -1.81
C2 0.72 -3.75 -2.69
C3 -0.84 2.02 2.13
C4 2.90 4.68 -1.36
C5 -2.27 -1.04 2.58
C6 -3.19 0.21 4.55
C7 -1.90 1.51 3.11
C8 -1.31 -2.93 1.53
C9 0.57 -3.08 -4.05
C10 -0.12 1.01 1.25
C11 0.06 -3.50 1.25
C12 1.03 -5.24 -2.83
C13 2.46 -0.33 -0.21
C14 3.52 4.24 -2.68
C15 -1.96 0.05 3.63
C16 -3.35 1.73 2.86
C17 -0.94 0.51 0.04
C18 -0.44 1.05 -1.30
C19 1.42 4.98 -1.51
H1 -1.19 0.82 -2.07
H2 1.24 5.77 -2.24
H3 2.90 0.05 0.70
H4 1.14 -5.70 -1.85
H5 -1.75 2.10 4.03
H6 -5.06 1.02 3.68
H7 0.61 -3.56 2.20
H8 0.78 -0.61 -1.96
H9 3.42 5.56 -1.00
H10 0.88 4.09 -1.84
H11 1.08 0.91 -2.79
H12 -3.67 -0.70 4.90
H13 3.22 -0.88 -0.77
H14 -3.18 -1.58 2.87
H15 0.21 -5.74 -3.35
H16 2.67 2.88 -0.65
H17 0.36 -2.02 -3.94
H18 -2.01 -3.70 1.87
H19 0.26 0.19 1.86
H20 -1.72 -2.49 0.62
H21 3.03 3.33 -3.04
H22 -2.95 0.81 5.44
H23 1.65 -1.02 0.05
H24 -2.47 -0.62 1.58
H25 -1.08 -0.28 4.18
H26 1.53 -3.27 -2.13
H27 -0.96 -0.58 0.01
H28 0.61 -2.83 0.60
H29 1.00 5.30 -0.55
H30 -0.09 2.52 2.74
H31 4.58 4.03 -2.56
H32 -3.81 2.39 2.13
H33 1.94 -5.40 -3.40
H34 -1.19 -3.96 -2.35
H35 -1.27 2.81 1.50
H36 1.47 -3.19 -4.65
H37 -1.98 0.85 0.16
H38 -0.37 2.14 -1.26
H39 -0.26 -3.53 -4.60
H40 0.76 1.52 0.86
H41 3.40 5.01 -3.45
H42 -0.01 -4.48 0.80

The charge is +1. Its HOMO energy is -11.694 eV. The total energy is -30056.760 eV.